No. 1
Formula: C18H41OP3SYb
Source: the Open Molecules 2025 dataset
Level of theory: ωB97M-V/def2-TZVPD

Geometry as XYZ:
```
65
Properties=species:S:1:pos:R:3:nbo_charge:R:1
Yb 0.824 -2.201 -1.733 1.529
P 0.793 1.462 2.123 1.327
P 2.251 0.789 -1.693 0.747
P -1.470 -1.905 1.399 0.781
H 1.680 -6.621 -2.929 0.197
C 0.648 -6.787 -2.665 -0.389
C -0.347 -6.397 -3.467 -0.392
H -0.162 -6.003 -4.478 0.203
C 2.118 0.887 3.171 -0.974
C 1.440 2.758 1.074 -0.971
C -0.563 2.105 3.104 -0.971
C 2.059 -0.164 -3.262 -0.974
C 2.919 2.348 -2.393 -0.905
C 3.822 0.088 -1.034 -0.923
C -2.425 -3.466 1.325 -0.915
C -2.862 -0.790 1.893 -0.925
C -0.737 -2.152 3.066 -0.929
H 0.432 -7.399 -1.789 0.224
H -1.410 -6.591 -3.276 0.228
H 2.357 1.662 3.909 0.302
H 3.016 0.685 2.578 0.271
H 1.846 -0.032 3.702 0.285
H 1.525 3.693 1.648 0.299
H 0.756 2.917 0.233 0.271
H 2.433 2.505 0.679 0.266
H -0.309 3.099 3.502 0.298
H -0.793 1.433 3.942 0.289
H -1.449 2.194 2.460 0.277
H 2.475 0.445 -4.070 0.312
H 0.991 -0.333 -3.518 0.245
H 2.623 -1.115 -3.251 0.238
H 3.999 2.439 -2.226 0.267
H 2.414 3.206 -1.935 0.253
H 2.718 2.344 -3.469 0.258
H 4.671 0.494 -1.600 0.264
H 3.870 -1.012 -1.036 0.224
H 3.908 0.426 0.010 0.240
H -2.937 -3.575 2.286 0.250
H -1.754 -4.317 1.153 0.225
H -3.144 -3.430 0.495 0.255
H -3.486 -1.272 2.660 0.262
H -3.489 -0.590 1.015 0.245
H -2.516 0.179 2.280 0.220
H -1.481 -2.614 3.731 0.259
H -0.388 -1.200 3.494 0.211
H 0.125 -2.828 2.975 0.236
C -0.109 -4.153 -1.997 -0.240
C 0.560 -4.403 -0.775 -0.314
C 1.921 -4.179 -0.657 -0.184
C 2.699 -3.833 -1.759 -0.328
C 2.086 -3.724 -3.024 -0.278
C 0.720 -3.952 -3.162 -0.334
S -1.693 -3.497 -1.940 0.073
H 0.265 0.443 1.293 0.011
H -0.042 -4.742 0.059 0.290
H 2.402 -4.325 0.314 0.281
H 3.788 -3.813 -1.690 0.299
H 2.678 -3.475 -3.902 0.295
H 0.223 -3.854 -4.132 0.315
C -1.097 1.075 -1.581 -0.235
O -0.907 -0.368 -1.713 -0.770
H -0.266 1.579 -2.087 0.197
H -1.086 1.330 -0.511 0.169
H -2.050 1.370 -2.044 0.232
H -1.769 -0.830 -1.656 0.530
```

Properties
M = 571.6 g/mol
E_HOMO (alpha / beta) = -16.928 / -16.932 eV
Multiplicity = 2
Kohn-Sham gap (alpha / beta) = 6.69 / 5.94 eV
<S²> = 0.756
Energy above the lowest of the compared OMol25 structures with the same formula, charge and spin = 0.0 kJ/mol
Energy = -3365.54503 hartree
LUMO (alpha / beta) = -10.24 / -10.99 eV
Total charge = +3

No. 2
Formula: C18H42BF4NO11
Source: the Open Molecules 2025 dataset
Level of theory: ωB97M-V/def2-TZVPD

Geometry as XYZ:
```
77
Properties=species:S:1:pos:R:3:mulliken_charge:R:1
N -0.712 0.798 0.016 2.320
H -0.733 0.650 -1.006 0.392
H -0.051 1.564 0.276 -0.491
H -0.293 -0.088 0.321 -0.293
H -1.647 0.842 0.468 -0.545
C -4.719 -1.387 0.175 -1.585
C -3.673 -1.153 1.248 0.450
C -2.446 -2.085 1.188 -0.694
O -3.322 0.167 1.443 -0.662
H -4.225 -1.203 -0.789 0.210
H -5.587 -0.790 0.438 0.325
H -4.976 -2.455 0.104 0.457
H -4.192 -1.483 2.181 0.266
H -2.785 -3.106 1.429 0.596
H -1.702 -1.864 1.949 -0.276
H -2.008 -2.001 0.187 -0.032
C 2.639 4.420 -0.082 -1.692
C 1.425 3.611 -0.534 0.684
C 1.958 2.349 -1.270 -0.251
O 0.558 3.267 0.479 -0.711
H 3.383 4.565 -0.877 0.416
H 3.080 4.001 0.830 0.232
H 2.370 5.445 0.195 0.432
H 0.902 4.355 -1.175 0.014
H 2.293 1.660 -0.489 -0.573
H 2.733 2.581 -2.012 0.522
H 1.258 1.665 -1.768 -0.021
B -1.521 3.303 3.196 0.273
F -0.201 2.997 3.540 -0.399
F -1.642 4.708 3.005 -0.445
F -1.849 2.563 2.050 -0.231
F -2.484 2.982 4.200 -0.422
C 4.643 -1.649 -1.520 -1.459
C 3.132 -1.702 -1.453 0.338
O 2.826 -2.839 -0.609 -0.277
C 1.565 -3.276 -0.663 0.698
O 0.625 -2.631 -1.016 -0.479
O 1.562 -4.529 -0.211 -0.365
C 0.349 -5.232 -0.345 -0.617
H 5.099 -1.593 -0.536 0.307
H 4.916 -0.857 -2.224 0.404
H 5.074 -2.499 -2.058 0.392
H 2.626 -1.873 -2.405 0.383
H 2.665 -0.794 -1.068 -0.164
H -0.515 -4.785 0.168 0.189
H 0.474 -6.177 0.177 0.314
H -0.054 -5.258 -1.359 0.280
C 1.015 -4.222 3.987 -1.693
C 0.765 -3.001 3.098 0.846
O 1.712 -1.969 3.337 -0.400
C 1.606 -0.882 2.586 0.530
O 0.918 -0.736 1.613 -0.358
O 2.531 -0.025 3.010 -0.387
C 2.991 0.915 2.075 -0.327
H 1.061 -4.082 5.068 0.394
H 1.950 -4.750 3.781 0.377
H 0.190 -4.888 3.724 0.403
H -0.271 -2.684 3.188 0.201
H 0.907 -3.386 2.086 -0.262
H 2.307 1.760 1.926 0.144
H 3.162 0.515 1.074 -0.053
H 3.896 1.404 2.437 0.301
C -3.115 2.174 -1.027 -0.525
C -2.205 2.954 -1.991 0.384
O -1.898 2.478 -3.327 -0.370
C -1.425 1.251 -3.443 0.594
O -1.264 0.450 -2.577 -0.570
O -1.160 0.965 -4.727 -0.357
C -1.657 1.777 -5.769 -0.729
H -2.667 2.147 -0.029 0.261
H -3.188 1.107 -1.240 0.041
H -4.099 2.626 -0.892 0.465
H -1.232 2.897 -1.480 -0.375
H -2.302 4.037 -1.936 0.392
H -2.715 1.656 -6.010 0.275
H -1.107 1.474 -6.660 0.289
H -1.523 2.854 -5.678 0.302
```

Properties
M = 535.3 g/mol
E_HOMO = -0.613 eV
Kohn-Sham gap = 4.64 eV
Energy above the lowest of the compared OMol25 structures with the same formula, charge and spin = 79.6 kJ/mol
Energy = -2017.90581 hartree
LUMO = 4.03 eV
Total charge = -2

No. 3
Formula: C18H42NO2
Source: the Open Molecules 2025 dataset
Level of theory: ωB97M-V/def2-TZVPD

Geometry as XYZ:
```
63
Properties=species:S:1:pos:R:3:nbo_charge:R:1
C 7.617 -0.913 -1.287 -0.727
C 6.515 -0.256 -0.515 0.797
O 6.278 -0.410 0.648 -0.565
O 5.775 0.599 -1.290 -0.526
C 4.381 0.615 -0.998 -0.072
C 3.726 -0.773 -1.086 -0.429
C 2.634 -0.814 -2.162 -0.423
C 2.056 -2.221 -2.352 -0.219
N 0.677 -2.347 -1.711 -0.678
H 8.016 -1.747 -0.718 0.246
H 8.403 -0.177 -1.475 0.260
H 7.257 -1.227 -2.266 0.232
H 4.203 1.057 -0.017 0.207
H 3.948 1.287 -1.740 0.194
H 3.277 -1.006 -0.116 0.215
H 4.470 -1.535 -1.327 0.219
H 1.833 -0.118 -1.888 0.207
H 3.066 -0.495 -3.112 0.243
H 2.681 -2.975 -1.876 0.230
H 1.945 -2.488 -3.400 0.236
H 0.616 -3.175 -1.117 0.447
H 0.481 -1.530 -1.126 0.446
H -0.066 -2.398 -2.413 0.454
C -4.912 -3.468 -1.204 -0.610
C -5.276 -2.067 -1.684 -0.402
C -4.280 -1.485 -2.686 -0.400
C -2.864 -1.309 -2.142 -0.397
C -2.717 -0.441 -0.894 -0.390
C -3.152 1.004 -1.097 -0.615
H -3.957 -3.483 -0.674 0.185
H -5.665 -3.854 -0.518 0.225
H -4.843 -4.163 -2.044 0.205
H -5.377 -1.400 -0.824 0.197
H -6.258 -2.096 -2.158 0.218
H -4.650 -0.521 -3.043 0.214
H -4.237 -2.134 -3.566 0.207
H -2.244 -0.869 -2.936 0.189
H -2.437 -2.299 -1.918 0.169
H -1.659 -0.444 -0.596 0.158
H -3.265 -0.880 -0.056 0.212
H -2.585 1.473 -1.904 0.202
H -2.988 1.587 -0.190 0.221
H -4.211 1.079 -1.345 0.218
C 1.231 1.295 2.135 -0.611
C -0.274 1.514 2.003 -0.397
C -0.696 2.971 2.186 -0.398
C -0.384 3.557 3.564 -0.399
C -0.999 2.798 4.739 -0.399
C -2.524 2.763 4.711 -0.610
H 1.595 1.564 3.126 0.220
H 1.495 0.246 1.972 0.189
H 1.778 1.897 1.405 0.197
H -0.801 0.876 2.717 0.201
H -0.593 1.185 1.007 0.179
H -1.768 3.056 1.987 0.203
H -0.200 3.582 1.426 0.201
H -0.738 4.592 3.585 0.209
H 0.700 3.612 3.703 0.201
H -0.670 3.273 5.666 0.211
H -0.610 1.776 4.772 0.188
H -2.936 3.773 4.719 0.207
H -2.919 2.234 5.578 0.216
H -2.902 2.256 3.821 0.193
```

Properties
M = 304.5 g/mol
E_HOMO = -12.914 eV
Kohn-Sham gap = 9.41 eV
Energy = -916.02697 hartree
LUMO = -3.50 eV
Total charge = +1

- The lowest energy belongs to which entry?
  C18H41OP3SYb